1.
The following is a quantum chemistry calculation of an isolated ion of composition CH2NO4S and charge -1 in a non-equilibrium geometry, from the Open Molecules 2025 dataset.

Its LUMO energy is 3.92 eV. As for the energy above the lowest of the compared OMol25 structures with the same formula, charge and spin: 3.832 eV. The HOMO energy comes out at -4.30 eV. The value obtained for the calculated total energy is -793.15547 Ha. The orbital gap is 8.2200 eV.

The geometry in ORCA input format:
```
! wB97M-V def2-TZVPD RIJCOSX def2/J DEFGRID3
* xyz -1 1
C -0.15955 -0.40021 -0.41457
N 1.08577 -0.07170 -0.86039
O -2.13952 0.91472 0.85897
O 1.96504 -0.74011 -0.28820
O 1.41470 0.89068 -1.65166
O -0.34312 0.07051 2.21276
S -0.71946 0.95665 1.11796
H -0.12989 -1.35233 0.15997
H -0.97398 -0.26820 -1.13484
*
```

2.
The following is a quantum chemistry calculation of an isolated molecule of CH2NOP in a non-equilibrium geometry, from the Open Molecules 2025 dataset.

Its LUMO energy is 0.63 eV. As for the energy above the lowest of the compared OMol25 structures with the same formula, charge and spin: 0.000 eV. The HOMO energy comes out at -9.71 eV. The value obtained for the calculated total energy is -510.64550 Ha. The SMILES is O=C=NP. The orbital gap is 10.3454 eV.

The geometry in ORCA input format:
```
! wB97M-V def2-TZVPD RIJCOSX def2/J DEFGRID3
* xyz 0 1
O -0.78859 1.27057 2.13215
C -0.57588 0.55520 1.24454
N -0.24207 -0.23937 0.42476
P 0.04472 -0.15359 -1.26447
H 1.36553 0.08858 -1.18883
H 0.19629 -1.52138 -1.34815
*
```

3.
The following is a quantum chemistry calculation of CH2NOP as an isolated structure in a non-equilibrium geometry, from the Open Molecules 2025 dataset.

Its LUMO energy is -0.36 eV. As for the energy above the lowest of the compared OMol25 structures with the same formula, charge and spin: 2.698 eV. The HOMO energy comes out at -9.24 eV. The value obtained for the calculated total energy is -510.54634 Ha. The orbital gap is 8.8850 eV.

The geometry in ORCA input format:
```
! wB97M-V def2-TZVPD RIJCOSX def2/J DEFGRID3
* xyz 0 1
C 1.53714 -0.08658 0.13001
N -0.21304 0.17734 -0.42886
O 2.15085 -1.03298 -0.14764
P -0.81861 -1.17026 0.07408
H 1.84849 0.79153 0.77224
H -2.32652 -0.96006 -0.40575
*
```

4.
The following is a quantum chemistry calculation of a 2-piece molecular cluster, CH2NOP overall in a non-equilibrium geometry, from the Open Molecules 2025 dataset.

Its LUMO energy (alpha / beta) is -0.07 / -0.78 eV. As for the energy above the lowest of the compared OMol25 structures with the same formula, charge and spin: 4.601 eV. The HOMO energy (alpha / beta) comes out at -9.08 / -7.96 eV. The value obtained for the calculated total energy is -510.47640 Ha. The orbital gap (alpha / beta) is 9.0039 / 7.1870 eV.

The geometry in ORCA input format:
```
! wB97M-V def2-TZVPD RIJCOSX def2/J DEFGRID3
* xyz 0 1
C -1.83334 -0.01214 0.13874
N 0.57889 -0.10777 -0.89094
O -2.45971 0.93425 -0.11210
P 1.18821 0.76606 0.19006
H -2.01536 -0.93394 0.67831
H 2.56372 0.89792 -0.26086
*
```

5.
The following is a quantum chemistry calculation of an isolated ion of composition CH2NOS and charge -1 in a non-equilibrium geometry, from the Open Molecules 2025 dataset.

Its LUMO energy is 4.09 eV. As for the energy above the lowest of the compared OMol25 structures with the same formula, charge and spin: 0.724 eV. The HOMO energy comes out at -3.10 eV. The value obtained for the calculated total energy is -567.53950 Ha. The SMILES is NC([O-])=S. The orbital gap is 7.1881 eV.

The geometry in ORCA input format:
```
! wB97M-V def2-TZVPD RIJCOSX def2/J DEFGRID3
* xyz -1 1
N 0.79373 0.19211 -0.01764
C -0.55162 -0.24856 -0.06291
O -0.80763 -1.57763 -0.20726
S -1.73797 0.91856 -0.18181
H 1.56753 -0.41432 0.28078
H 0.73596 1.12983 0.18883
*
```

6.
The following is a quantum chemistry calculation of an isolated ion of composition CH2NOS and charge -1 in a non-equilibrium geometry, from the Open Molecules 2025 dataset.

Its LUMO energy is 4.16 eV. As for the energy above the lowest of the compared OMol25 structures with the same formula, charge and spin: 0.310 eV. The HOMO energy comes out at -2.93 eV. The value obtained for the calculated total energy is -567.55471 Ha. The SMILES is NC([O-])=S. The orbital gap is 7.0881 eV.

The geometry in ORCA input format:
```
! wB97M-V def2-TZVPD RIJCOSX def2/J DEFGRID3
* xyz -1 1
N -0.77735 0.13541 0.13714
C 0.59878 -0.19326 0.07912
O 0.80518 -1.39786 0.08704
S 1.78226 0.98245 0.07192
H -1.25944 -0.64649 -0.24537
H -1.14942 1.11976 -0.12985
*
```

7.
The following is a quantum chemistry calculation of a 2-piece molecular cluster, CH2NOS3 overall in a non-equilibrium geometry, from the Open Molecules 2025 dataset.

Its LUMO energy (alpha / beta) is 3.20 / 2.08 eV. As for the energy above the lowest of the compared OMol25 structures with the same formula, charge and spin: 0.502 eV. The HOMO energy (alpha / beta) comes out at -2.65 / -3.63 eV. The value obtained for the calculated total energy is -1363.86760 Ha. The orbital gap (alpha / beta) is 5.8488 / 5.7029 eV.

The geometry in ORCA input format:
```
! wB97M-V def2-TZVPD RIJCOSX def2/J DEFGRID3
* xyz -1 3
C 2.38838 0.15958 -0.10373
N -1.99972 -0.26099 -0.15823
O 3.36123 0.25525 -0.82017
S 1.71480 -1.08853 0.85420
S 1.23627 1.26419 0.45013
S -2.80350 0.97648 0.61964
H -1.84167 -0.16657 -1.13906
H -2.05579 -1.13942 0.29722
*
```

8.
The following is a quantum chemistry calculation of an isolated molecule of CH2O2S2 in a non-equilibrium geometry, from the Open Molecules 2025 dataset.

Its LUMO energy (alpha / beta) is -1.03 / -3.54 eV. As for the energy above the lowest of the compared OMol25 structures with the same formula, charge and spin: 1.357 eV. The HOMO energy (alpha / beta) comes out at -8.60 / -10.71 eV. The value obtained for the calculated total energy is -985.95093 Ha. The orbital gap (alpha / beta) is 7.5633 / 7.1752 eV.

The geometry in ORCA input format:
```
! wB97M-V def2-TZVPD RIJCOSX def2/J DEFGRID3
* xyz 0 3
C 0.37936 -0.92927 -0.13391
O -2.21994 -0.74951 -0.01062
O -1.10735 1.30777 -0.68419
S 2.13026 0.38220 0.06161
S -1.02509 0.04659 -0.01079
H 0.47103 -1.56510 0.72319
H 1.37172 1.50732 0.05471
*
```

9.
The following is a quantum chemistry calculation of an isolated molecule of CH2O3S in a non-equilibrium geometry, from the Open Molecules 2025 dataset.

Its LUMO energy is -2.50 eV. As for the energy above the lowest of the compared OMol25 structures with the same formula, charge and spin: 4.227 eV. The HOMO energy comes out at -10.93 eV. The value obtained for the calculated total energy is -663.01755 Ha. The orbital gap is 8.4325 eV.

The geometry in ORCA input format:
```
! wB97M-V def2-TZVPD RIJCOSX def2/J DEFGRID3
* xyz 0 1
C 0.93525 0.42734 1.07160
O -1.15464 1.19895 -0.47029
O -1.41452 -1.05308 0.61977
O 0.43684 -0.54158 -0.99413
S -0.55181 0.00162 0.12246
H 0.93806 1.36261 0.65055
H 0.81081 -1.39585 -0.99995
*
```

10.
The following is a quantum chemistry calculation of an isolated molecule of CH2O3S in a non-equilibrium geometry, from the Open Molecules 2025 dataset.

Its LUMO energy (alpha / beta) is 0.72 / -0.76 eV. As for the energy above the lowest of the compared OMol25 structures with the same formula, charge and spin: 2.202 eV. The HOMO energy (alpha / beta) comes out at -7.07 / -11.52 eV. The value obtained for the calculated total energy is -663.08612 Ha. The orbital gap (alpha / beta) is 7.7859 / 10.7568 eV.

The geometry in ORCA input format:
```
! wB97M-V def2-TZVPD RIJCOSX def2/J DEFGRID3
* xyz 0 3
C 0.19771 -0.86265 -0.46061
O -0.36369 0.04289 -1.05405
O -0.83273 2.23333 0.93585
O 1.18709 -0.72714 0.29499
S -1.27569 0.94691 0.41178
H -0.20935 -1.87616 -0.43982
H 1.29667 0.24282 0.31186
*
```